A molecular structure, C47H63HfI2N2O7 at a distorted geometry. Source: the Open Molecules 2025 dataset; level of theory: ωB97M-V/def2-TZVPD.

CARTESIAN COORDINATES (ANGSTROEM)
Hf  0.0500  0.0431  -0.1262
C  2.3501  1.8664  1.4479
O  1.3192  0.8615  1.4158
C  0.9379  0.4392  2.7192
C  1.4282  -0.7573  3.2439
C  2.4258  -1.6157  2.5148
C  1.9535  -2.6053  1.4608
C  2.8357  -3.6431  1.1921
C  2.5710  -4.6428  0.2668
C  1.3398  -4.5976  -0.3662
C  0.4303  -3.5694  -0.1493
C  -0.8578  -3.6459  -0.9505
C  -2.0902  -2.9945  -0.3903
C  -3.0143  -3.7565  0.3034
C  -4.2434  -3.2463  0.7118
C  -4.4881  -1.8990  0.4884
C  -3.5725  -1.0865  -0.1687
C  -3.8446  0.3899  -0.2987
C  -3.5347  1.0154  1.0402
C  -4.5229  1.1572  1.9967
C  -4.2793  1.7145  3.2477
C  -2.9865  2.1505  3.4955
C  -1.9726  2.0196  2.5603
C  -0.5700  2.4640  2.8904
C  0.1114  1.2602  3.4834
C  -0.1617  0.9047  4.7942
C  0.3305  -0.2641  5.3633
C  1.0885  -1.0963  4.5495
C  0.0527  -0.5535  6.8300
C  0.7736  -1.8096  7.3259
C  0.5420  0.6338  7.6743
C  -1.4574  -0.7469  7.0188
C  -2.2180  1.4127  1.3222
O  -1.2495  1.3295  0.3837
C  -5.4139  1.8166  4.2566
C  -5.9338  0.4005  4.5449
C  -6.5371  2.6750  3.6565
C  -4.9684  2.4451  5.5795
C  -2.3913  -1.6530  -0.6336
O  -1.5101  -0.8752  -1.4397
C  -1.9788  -0.8472  -2.8008
C  -5.2697  -4.1885  1.3172
C  -4.7222  -4.7812  2.6230
C  -6.5962  -3.4880  1.6226
C  -5.5483  -5.3117  0.3038
C  0.7481  -2.5244  0.7382
O  -0.0964  -1.4838  0.8991
C  3.6039  -5.7164  -0.0154
C  4.8616  -5.0367  -0.5730
C  3.1231  -6.7373  -1.0483
C  3.9375  -6.4609  1.2847
H  2.0926  2.6670  2.1438
H  2.4590  2.2827  0.4439
H  3.3024  1.4266  1.7599
H  2.9502  -2.2058  3.2711
H  3.1735  -0.9561  2.0636
H  3.7618  -3.6640  1.7462
H  1.0703  -5.3746  -1.0613
H  -1.0711  -4.7070  -1.0943
H  -0.6692  -3.2429  -1.9501
H  -2.7766  -4.7923  0.4847
H  -5.4102  -1.4453  0.8093
H  -4.8899  0.5639  -0.5588
H  -3.2070  0.8574  -1.0517
H  -5.5234  0.8397  1.7453
H  -2.7388  2.6215  4.4320
H  -0.5936  3.2806  3.6112
H  -0.0817  2.8055  1.9763
H  -0.7715  1.5749  5.3777
H  1.4735  -2.0282  4.9311
H  1.8505  -1.7106  7.2077
H  0.4321  -2.6982  6.8001
H  0.5649  -1.9493  8.3839
H  1.5989  0.8166  7.4934
H  0.4093  0.4113  8.7296
H  -0.0064  1.5442  7.4526
H  -1.8031  -1.5999  6.4392
H  -2.0116  0.1312  6.6996
H  -1.6792  -0.9293  8.0665
H  -6.3257  -0.0651  3.6454
H  -6.7306  0.4353  5.2831
H  -5.1308  -0.2240  4.9309
H  -6.9408  2.2215  2.7557
H  -6.1631  3.6644  3.4024
H  -7.3516  2.7892  4.3672
H  -4.1950  1.8452  6.0536
H  -5.8111  2.4985  6.2645
H  -4.5989  3.4566  5.4300
H  -3.0146  -0.5073  -2.8429
H  -1.9187  -1.8464  -3.2450
H  -1.3585  -0.1594  -3.3747
H  -4.5254  -3.9894  3.3433
H  -3.8004  -5.3335  2.4603
H  -5.4540  -5.4623  3.0514
H  -6.4625  -2.6999  2.3603
H  -7.3014  -4.2094  2.0294
H  -7.0317  -3.0710  0.7173
H  -4.6674  -5.9219  0.1244
H  -5.8735  -4.8887  -0.6449
H  -6.3370  -5.9608  0.6766
H  4.6238  -4.5239  -1.5030
H  5.6189  -5.7876  -0.7787
H  5.2772  -4.3200  0.1313
H  2.9004  -6.2615  -2.0016
H  2.2439  -7.2673  -0.6925
H  3.9088  -7.4697  -1.2122
H  4.3615  -5.7956  2.0326
H  4.6606  -7.2470  1.0821
H  3.0380  -6.9155  1.6944
N  -1.2145  2.1425  -2.2688
N  0.0298  2.7494  -2.5512
C  1.1599  2.2592  -1.9519
O  2.1973  2.8796  -1.9273
O  1.0301  1.0424  -1.4518
H  -1.8193  2.2530  -3.0794
H  -1.6589  2.5942  -1.4654
H  0.0648  3.7219  -2.8393
O  2.9633  -0.3861  -0.2382
H  3.4844  -1.1923  -0.1295
H  3.4711  0.2059  -0.8079
I  1.3621  -1.2025  -2.5462
I  1.7695  -3.6178  -3.7888

Forces on atoms 1 to 6 (eV/Å):
-0.9 1.7 -0.7
0.7 0.5 -0.3
0.1 0.0 1.1
0.0 -0.2 1.1
0.1 0.3 -0.2
0.0 0.0 -0.1

## Properties
HOMO energy: -10.633 eV
LUMO energy: -3.98 eV
total charge: +1
M: 1200.33 g/mol
relative energy (zero: lowest compared OMol25 entry of this formula, charge and spin): 49.20 kcal per mole
Kohn-Sham gap: 6.66 eV

These are the Mulliken partial charges, in e, on atoms 1 to 6: 1.775 -1.184 0.522 -0.313 -0.612 -0.879

---

A molecular structure, C47H63HfI2N2O7. Source: the Open Molecules 2025 dataset; level of theory: ωB97M-V/def2-TZVPD.

CARTESIAN COORDINATES (ANGSTROEM)
Hf  -0.3660  -0.0145  -0.0225
C  0.3783  -1.2550  3.7666
O  0.3881  -0.5677  2.5096
C  1.4607  0.2892  2.2966
C  2.6877  -0.1622  1.7659
C  3.0064  -1.5784  1.3035
C  2.8733  -1.7424  -0.2132
C  4.0498  -1.6278  -1.0665
C  4.1940  -1.4917  -2.4024
C  1.8535  -1.4089  -3.2470
C  1.0909  -1.7457  -2.0104
C  -1.1079  -3.0714  -1.6628
C  -2.4207  -2.3044  -1.6588
C  -3.1520  -2.2166  -2.8207
C  -4.1246  -1.2207  -3.0120
C  -4.3128  -0.2885  -2.0028
C  -3.6104  -0.3273  -0.7914
C  -3.7971  0.8569  0.1576
C  -3.1954  0.8901  1.5496
C  -3.9412  0.4913  2.6513
C  -3.4539  0.5628  3.9557
C  -2.1770  1.0853  4.1411
C  -1.3873  1.5014  3.0739
C  -0.0251  2.1197  3.3175
C  1.2260  1.6328  2.5986
C  2.2316  2.5548  2.3107
C  3.4616  2.1656  1.7924
C  3.6671  0.8031  1.5555
C  4.5647  3.1573  1.4301
C  5.8511  2.7831  2.1801
C  4.8115  3.0764  -0.0851
C  4.1877  4.5946  1.7858
C  -1.9077  1.3894  1.7886
O  -1.0713  1.6978  0.7382
C  -4.3231  0.0721  5.1132
C  -5.6342  0.8700  5.1417
C  -3.6285  0.2317  6.4650
C  -4.6378  -1.4164  4.9051
C  -2.7162  -1.3759  -0.6479
O  -1.9398  -1.4113  0.5257
C  -2.2327  -2.4133  1.5197
C  -4.8305  -1.1200  -4.3587
C  -5.4376  -2.4765  -4.7389
C  -3.7804  -0.7091  -5.4047
C  -5.9528  -0.0811  -4.3424
C  1.6131  -1.8745  -0.6470
O  0.5963  -1.8017  0.2422
C  5.5358  -1.3284  -3.1009
C  6.6978  -1.2351  -2.1135
C  5.7555  -2.5424  -4.0173
C  5.4996  -0.0440  -3.9429
H  0.8404  -0.6319  4.5333
H  0.9180  -2.1994  3.6841
H  -0.6619  -1.4307  4.0343
H  2.3581  -2.2982  1.7988
H  4.0340  -1.7982  1.5975
H  4.9878  -1.6152  -0.5295
H  1.3609  -1.6603  -4.1839
H  -0.7574  -3.3678  -0.6778
H  -1.1620  -3.9376  -2.3212
H  -2.8962  -2.8765  -3.6403
H  -5.0096  0.5262  -2.1490
H  -4.8734  1.0077  0.2596
H  -3.4273  1.7255  -0.3969
H  -4.9451  0.1194  2.4766
H  -1.7708  1.1760  5.1405
H  0.1807  2.0365  4.3894
H  -0.0994  3.1925  3.1202
H  2.0394  3.5984  2.5201
H  4.6162  0.4739  1.1484
H  6.2454  1.8182  1.8588
H  5.6801  2.7389  3.2567
H  6.6206  3.5322  1.9892
H  5.0991  2.0688  -0.3946
H  5.6191  3.7515  -0.3715
H  3.9200  3.3704  -0.6460
H  4.0166  4.7150  2.8572
H  3.2955  4.9273  1.2515
H  5.0029  5.2615  1.5052
H  -5.4386  1.9394  5.2352
H  -6.2431  0.5595  5.9925
H  -6.2236  0.7118  4.2378
H  -3.4079  1.2774  6.6873
H  -2.6974  -0.3372  6.5153
H  -4.2825  -0.1405  7.2541
H  -5.1731  -1.5892  3.9698
H  -5.2649  -1.7879  5.7172
H  -3.7203  -2.0107  4.8915
H  -3.0818  -2.0757  2.1121
H  -1.3392  -2.5134  2.1257
H  -2.4549  -3.3520  1.0162
H  -4.7031  -3.2817  -4.7342
H  -5.8466  -2.4188  -5.7483
H  -6.2477  -2.7506  -4.0601
H  -3.0075  -1.4676  -5.5366
H  -3.2726  0.2168  -5.1278
H  -4.2626  -0.5516  -6.3707
H  -6.6674  -0.2635  -3.5369
H  -6.4978  -0.1288  -5.2852
H  -5.5667  0.9357  -4.2457
H  6.8297  -2.1579  -1.5454
H  6.5727  -0.4050  -1.4139
H  7.6187  -1.0612  -2.6697
H  5.7204  -3.4724  -3.4470
H  6.7360  -2.4704  -4.4902
H  5.0017  -2.5850  -4.8016
H  5.3092  0.8334  -3.3168
H  4.7330  -0.0839  -4.7143
H  6.4669  0.1005  -4.4253
N  1.5206  1.1782  -0.7031
N  2.0694  0.7133  -1.9340
C  1.2629  -0.2428  -2.5360
O  3.2307  -1.5119  -3.3794
O  -0.2389  -2.0835  -2.2531
H  1.1925  2.1342  -0.8567
H  2.2624  1.2284  -0.0008
H  3.0648  0.5275  -1.8903
O  -2.3540  3.3845  -1.9726
H  -2.4124  3.7988  -2.8405
H  -2.4982  4.1021  -1.3476
I  -0.6890  0.6707  -2.8483
I  0.2509  0.2345  -6.1048

Forces on atoms 1 to 6 (eV/Å):
0.1 -0.2 -0.5
0.0 0.0 0.0
0.0 0.0 -0.1
0.1 -0.2 0.0
0.0 0.1 0.0
0.1 0.0 0.0

## Properties
HOMO energy: -8.688 eV
LUMO energy: -3.27 eV
total charge: +1
M: 1200.33 g/mol
relative energy (zero: lowest compared OMol25 entry of this formula, charge and spin): 197.37 kcal per mole
Kohn-Sham gap: 5.42 eV

These are the Mulliken partial charges, in e, on atoms 1 to 6: 1.735 -1.248 0.376 -0.402 0.601 -1.800

---

Q: Number 2 is which compound?
A: C47H63HfI2N2O7

---

Q: What is the Kohn-Sham gap in the second record?
A: 5.42 eV

---

Q: Which of these has the highest relative energy (zero: lowest compared OMol25 entry of this formula, charge and spin)?
A: number 2